w | The following is a DFT calculation (wB97M-V/def2-TZVPD) of an isolated ion of composition O5S2 and charge -2.

The geometry in XYZ format:
```
7
O5S2 | the OMol25 dataset | wB97M-V/def2-TZVPD
O -1.869 -0.877 -0.944
S -1.413 -0.258 0.346
O -2.032 1.141 0.593
S 0.996 0.012 -0.002
O 1.347 -0.059 -1.432
O 1.439 -1.162 0.758
O 1.532 1.204 0.680
```

LUMO = 6.503 eV
orbital gap = 5.7 eV
SMILES string = O=S(=O)=S(=O)([O-])[O-]
net charge = -2

x | The following is a DFT calculation (wB97M-V/def2-TZVPD) of an isolated ion of composition O5S2 and charge -2.

The geometry in XYZ format:
```
7
O5S2 | the OMol25 dataset | wB97M-V/def2-TZVPD
O -1.606 1.674 -1.012
O 0.271 -2.364 0.360
O -0.899 1.867 1.253
O 2.132 -1.112 -0.757
O 0.211 0.213 -0.338
S -1.242 0.844 0.149
S 1.132 -1.123 0.345
```

LUMO = 6.495 eV
orbital gap = 6.5 eV
net charge = -2

y | The following is a DFT calculation (wB97M-V/def2-TZVPD) of O5S2 as an isolated structure.

The geometry in XYZ format:
```
7
O5S2 | the OMol25 dataset | wB97M-V/def2-TZVPD
O -1.214 2.320 -0.374
O 1.848 -0.682 0.070
O -0.386 -0.046 -1.130
O -0.120 -2.107 0.658
O -0.549 0.588 1.201
S -0.178 1.273 -0.033
S 0.600 -1.347 -0.392
```

LUMO = 6.585 eV
orbital gap = 5.8 eV
net charge = -2

Which one is most stable, and which one is least stable? x is the most stable of them, while y is the least stable.

w | The following is a DFT calculation (wB97M-V/def2-TZVPD) of a 9-piece molecular cluster, C57H127N5O9 overall.

The geometry in XYZ format:
```
198
C57H127N5O9 | the OMol25 dataset | wB97M-V/def2-TZVPD
C -3.718 8.459 -0.195
C -4.312 7.384 -1.131
C -5.868 7.418 -0.848
C -3.944 7.789 -2.549
C -4.374 6.807 -3.581
C -3.709 5.462 -3.396
C -3.854 4.964 -1.895
C -5.167 4.208 -1.708
C -2.726 3.921 -1.720
N -3.645 6.091 -0.908
O -3.662 5.701 0.425
H -2.638 8.417 -0.336
H -4.172 9.424 -0.422
H -3.960 8.191 0.833
H -6.453 6.520 -1.048
H -6.138 7.742 0.157
H -6.409 8.141 -1.459
H -4.429 8.753 -2.703
H -2.869 7.776 -2.725
H -5.463 6.798 -3.537
H -4.079 7.183 -4.561
H -2.686 5.449 -3.773
H -4.293 4.743 -3.970
H -5.456 3.461 -2.447
H -6.054 4.807 -1.916
H -5.274 3.923 -0.662
H -2.753 3.099 -2.437
H -2.728 3.475 -0.726
H -1.734 4.360 -1.823
H -2.725 5.884 0.524
C -3.592 -1.191 2.489
C -3.597 0.262 2.959
C -3.101 0.175 4.399
C -2.645 1.188 2.116
C -2.781 2.635 2.503
C -4.268 3.154 2.288
C -5.265 2.320 3.007
C -5.434 2.685 4.510
C -6.613 2.543 2.260
N -4.933 0.862 2.798
O -5.928 0.059 3.421
H -2.577 -1.459 2.195
H -3.895 -1.974 3.184
H -4.207 -1.342 1.601
H -3.788 -0.338 5.072
H -2.148 -0.354 4.415
H -3.100 1.204 4.756
H -1.601 0.939 2.304
H -2.977 1.090 1.082
H -2.475 2.814 3.533
H -2.097 3.128 1.813
H -4.547 3.253 1.239
H -4.374 4.157 2.700
H -5.916 1.887 5.075
H -6.228 3.406 4.705
H -4.552 2.856 5.127
H -7.415 2.007 2.767
H -6.580 2.181 1.232
H -6.876 3.591 2.118
H -6.002 -0.594 2.720
C 0.545 -3.300 -7.715
C -0.846 -3.316 -6.991
C -2.082 -3.811 -7.822
C -0.669 -4.447 -5.924
C 0.234 -4.201 -4.706
C -0.397 -2.927 -3.977
C -0.565 -1.790 -4.965
C -1.578 -0.756 -4.339
C 0.777 -1.034 -5.105
N -1.191 -2.106 -6.259
O -1.446 -0.950 -6.999
H 0.548 -4.228 -8.287
H 0.548 -2.460 -8.408
H 1.354 -3.188 -6.993
H -2.944 -3.630 -7.180
H -2.186 -3.211 -8.726
H -1.872 -4.821 -8.173
H -1.682 -4.673 -5.592
H -0.392 -5.311 -6.529
H 0.085 -5.016 -3.998
H 1.304 -4.126 -4.899
H 0.213 -2.612 -3.130
H -1.357 -3.087 -3.486
H -1.754 0.151 -4.917
H -1.255 -0.577 -3.314
H -2.627 -1.050 -4.372
H 1.549 -1.640 -5.579
H 1.126 -0.829 -4.093
H 0.745 -0.080 -5.631
H -0.626 -0.683 -7.422
C 1.608 0.198 4.362
C 1.647 -0.265 5.850
C 1.087 0.954 6.593
C 0.687 -1.422 6.238
C 1.269 -2.781 5.835
C 2.682 -3.033 6.419
C 3.727 -1.819 6.195
C 4.820 -2.078 7.319
C 4.277 -1.916 4.781
N 2.985 -0.570 6.377
O 3.813 0.606 6.457
H 2.092 -0.529 3.710
H 0.574 0.197 4.017
H 2.001 1.196 4.168
H 0.170 1.392 6.197
H 1.103 0.768 7.667
H 1.730 1.831 6.521
H 0.497 -1.438 7.311
H -0.232 -1.234 5.684
H 0.665 -3.664 6.047
H 1.280 -2.880 4.749
H 3.054 -3.931 5.927
H 2.711 -3.348 7.462
H 4.597 -1.940 8.377
H 5.607 -1.328 7.245
H 5.394 -3.000 7.224
H 4.667 -0.947 4.470
H 3.470 -2.032 4.058
H 5.069 -2.663 4.713
H 3.880 0.835 7.387
C -1.746 -3.025 0.244
C -0.985 -4.309 0.852
C -1.111 -4.323 2.373
C -1.864 -5.524 0.333
C -1.114 -6.904 -0.018
C 0.308 -6.676 -0.515
C 1.102 -5.611 0.215
C 1.801 -6.077 1.529
C 2.281 -5.326 -0.775
N 0.408 -4.326 0.429
O 1.170 -3.375 1.030
H -1.661 -3.098 -0.840
H -2.780 -2.809 0.512
H -1.249 -2.107 0.556
H -0.576 -5.226 2.668
H -0.846 -3.392 2.875
H -2.131 -4.512 2.708
H -2.655 -5.753 1.048
H -2.476 -5.188 -0.504
H -1.180 -7.590 0.827
H -1.744 -7.296 -0.816
H 0.124 -6.410 -1.555
H 0.791 -7.653 -0.531
H 1.061 -6.599 2.135
H 2.278 -5.300 2.127
H 2.566 -6.815 1.290
H 2.090 -4.692 -1.641
H 2.767 -6.167 -1.269
H 3.159 -4.896 -0.292
H 1.534 -3.672 1.868
C 1.801 0.629 0.167
C 0.456 0.412 -0.560
C 0.182 1.557 -1.530
O 0.454 -0.793 -1.274
H 1.914 1.609 0.632
H 2.609 0.476 -0.549
H 1.930 -0.090 0.976
H -0.366 0.424 0.156
H 0.151 2.393 -0.831
H -0.847 1.681 -1.868
H 0.907 1.613 -2.341
H 0.881 -1.490 -0.770
C 3.997 3.691 -2.249
C 3.543 4.867 -1.444
C 2.858 4.526 -0.121
O 4.712 5.664 -1.283
H 3.485 2.739 -2.107
H 4.909 3.299 -1.797
H 4.137 3.897 -3.310
H 2.856 5.419 -2.085
H 2.618 5.407 0.475
H 3.513 3.759 0.292
H 1.975 3.960 -0.415
H 5.298 5.767 -2.036
C 6.047 -2.319 -5.041
C 5.142 -1.248 -4.447
C 4.241 -1.816 -3.353
O 6.070 -0.270 -4.036
H 6.751 -2.803 -4.364
H 6.591 -1.982 -5.924
H 5.372 -3.146 -5.262
H 4.459 -0.877 -5.211
H 4.825 -2.413 -2.652
H 3.485 -2.398 -3.880
H 3.768 -0.943 -2.903
H 5.889 0.025 -3.140
C 7.656 0.501 0.357
C 6.447 0.449 1.375
C 5.482 -0.783 1.141
O 6.919 0.322 2.743
H 7.443 -0.023 -0.574
H 8.565 0.041 0.745
H 7.947 1.538 0.189
H 5.931 1.335 1.003
H 4.597 -0.558 1.736
H 5.928 -1.755 1.350
H 5.237 -0.823 0.080
H 6.220 0.235 3.395
```

LUMO = 0.395 eV
orbital gap = 8.4 eV
SMILES string = CC1(C)CCCC(C)(C)N1O.CC1(C)CCCC(C)(C)N1O.CC1(C)CCCC(C)(C)N1O.CC1(C)CCCC(C)(C)N1O.CC1(C)CCCC(C)(C)N1O.CC(C)O.CC(C)O.CC(C)O.CC(C)O
net charge = 0

x | The following is a DFT calculation (wB97M-V/def2-TZVPD) of a 9-piece molecular cluster, C57H127N5O9 overall.

The geometry in XYZ format:
```
198
C57H127N5O9 | the OMol25 dataset | wB97M-V/def2-TZVPD
C 10.556 -4.004 -12.291
C 10.363 -3.508 -10.836
C 9.211 -2.530 -10.758
C 10.070 -4.717 -9.918
C 11.194 -5.733 -9.685
C 12.372 -4.917 -9.107
C 12.757 -3.701 -9.951
C 13.721 -2.862 -9.118
C 13.478 -4.190 -11.228
N 11.583 -2.866 -10.270
O 11.929 -1.765 -11.148
H 11.038 -3.225 -12.878
H 11.176 -4.898 -12.286
H 9.585 -4.271 -12.709
H 8.280 -3.067 -10.960
H 9.095 -2.304 -9.691
H 9.249 -1.603 -11.321
H 9.662 -4.316 -8.988
H 9.228 -5.248 -10.382
H 10.821 -6.532 -9.045
H 11.503 -6.247 -10.599
H 13.218 -5.603 -9.222
H 12.164 -4.761 -8.049
H 14.477 -3.505 -8.668
H 13.186 -2.375 -8.302
H 14.199 -2.128 -9.770
H 13.512 -3.359 -11.935
H 13.192 -5.085 -11.779
H 14.519 -4.432 -10.982
H 12.179 -1.128 -10.466
C 10.700 -7.899 -15.001
C 9.331 -7.508 -14.436
C 9.388 -7.504 -12.893
C 9.097 -6.023 -14.812
C 8.482 -5.874 -16.212
C 7.261 -6.755 -16.383
C 7.514 -8.241 -16.111
C 6.098 -8.829 -15.890
C 8.208 -8.926 -17.269
N 8.225 -8.355 -14.832
O 8.472 -9.722 -14.524
H 10.741 -7.776 -16.090
H 11.506 -7.223 -14.711
H 10.903 -8.954 -14.820
H 10.263 -6.968 -12.509
H 8.515 -7.100 -12.382
H 9.581 -8.500 -12.473
H 8.573 -5.365 -14.110
H 10.049 -5.480 -14.821
H 8.130 -4.866 -16.451
H 9.316 -6.033 -16.906
H 6.840 -6.608 -17.377
H 6.598 -6.374 -15.600
H 6.196 -9.889 -15.646
H 5.436 -8.707 -16.746
H 5.647 -8.319 -15.039
H 9.216 -8.527 -17.389
H 7.608 -8.837 -18.175
H 8.338 -9.996 -17.095
H 8.058 -9.804 -13.657
C 15.319 -3.088 -19.469
C 16.611 -2.791 -18.709
C 17.364 -4.124 -18.566
C 17.408 -1.886 -19.682
C 18.571 -1.153 -19.062
C 18.049 -0.337 -17.877
C 17.303 -1.213 -16.861
C 18.290 -2.012 -15.978
C 16.620 -0.184 -15.917
N 16.287 -2.075 -17.483
O 15.687 -2.944 -16.550
H 15.603 -3.661 -20.356
H 14.630 -3.731 -18.913
H 14.743 -2.221 -19.792
H 17.570 -4.602 -19.524
H 18.341 -4.024 -18.092
H 16.751 -4.804 -17.972
H 17.709 -2.499 -20.533
H 16.771 -1.096 -20.093
H 19.359 -1.810 -18.671
H 19.119 -0.530 -19.773
H 17.350 0.430 -18.224
H 18.813 0.193 -17.309
H 19.129 -1.383 -15.672
H 18.726 -2.842 -16.533
H 17.820 -2.404 -15.079
H 16.248 -0.723 -15.042
H 15.838 0.368 -16.435
H 17.373 0.503 -15.529
H 14.818 -2.553 -16.390
C 20.066 -13.557 -15.022
C 18.746 -13.081 -15.627
C 18.540 -13.607 -17.062
C 17.636 -13.719 -14.733
C 16.237 -13.096 -14.922
C 16.322 -11.595 -14.674
C 17.359 -10.927 -15.599
C 16.848 -10.748 -17.003
C 17.618 -9.526 -14.997
N 18.640 -11.632 -15.531
O 19.736 -11.015 -16.153
H 20.244 -12.993 -14.104
H 20.042 -14.630 -14.843
H 20.911 -13.301 -15.665
H 18.985 -12.859 -17.722
H 18.910 -14.623 -17.186
H 17.479 -13.612 -17.310
H 17.590 -14.789 -14.941
H 17.973 -13.599 -13.700
H 15.868 -13.268 -15.934
H 15.581 -13.557 -14.182
H 16.580 -11.447 -13.622
H 15.348 -11.126 -14.826
H 16.582 -11.687 -17.496
H 17.559 -10.262 -17.673
H 15.913 -10.181 -17.070
H 16.666 -9.053 -14.766
H 18.240 -8.945 -15.680
H 18.228 -9.647 -14.101
H 20.086 -10.385 -15.513
C 10.008 1.391 -15.452
C 9.673 -0.002 -14.889
C 8.939 0.082 -13.555
C 8.718 -0.735 -15.884
C 9.486 -1.345 -17.054
C 10.605 -2.246 -16.571
C 11.584 -1.556 -15.653
C 12.399 -2.670 -14.971
C 12.589 -0.664 -16.393
N 10.814 -0.903 -14.595
O 11.661 -0.294 -13.635
H 10.204 2.043 -14.594
H 10.889 1.472 -16.083
H 9.160 1.850 -15.960
H 9.508 0.581 -12.769
H 8.021 0.675 -13.615
H 8.707 -0.926 -13.212
H 8.004 -1.422 -15.414
H 7.980 -0.005 -16.234
H 8.816 -1.860 -17.746
H 9.845 -0.488 -17.636
H 11.117 -2.764 -17.384
H 10.084 -3.037 -16.018
H 13.088 -3.167 -15.659
H 11.730 -3.443 -14.590
H 13.077 -2.292 -14.202
H 13.201 -0.138 -15.660
H 12.053 0.097 -16.964
H 13.215 -1.221 -17.092
H 11.659 -0.909 -12.888
C 21.629 -3.861 -12.497
C 21.998 -5.051 -13.379
C 21.039 -5.166 -14.562
O 23.331 -4.900 -13.883
H 21.234 -3.049 -13.112
H 22.414 -3.544 -11.814
H 20.751 -4.181 -11.926
H 22.005 -5.969 -12.785
H 21.265 -4.443 -15.349
H 19.976 -5.063 -14.333
H 21.171 -6.129 -15.065
H 23.618 -4.001 -13.710
C 19.768 -7.211 -10.254
C 18.563 -7.505 -11.120
C 18.018 -8.921 -11.110
O 17.533 -6.600 -10.712
H 20.552 -7.969 -10.298
H 19.504 -7.090 -9.204
H 20.235 -6.295 -10.624
H 18.737 -7.248 -12.175
H 17.106 -8.877 -11.712
H 17.649 -9.186 -10.116
H 18.690 -9.672 -11.520
H 16.797 -6.525 -11.339
C 16.584 -1.992 -12.115
C 17.804 -2.695 -11.494
C 17.707 -2.794 -9.976
O 18.006 -3.958 -12.123
H 15.635 -2.369 -11.731
H 16.600 -2.093 -13.202
H 16.585 -0.909 -11.968
H 18.664 -2.072 -11.764
H 17.317 -3.737 -9.588
H 17.146 -1.979 -9.517
H 18.715 -2.705 -9.556
H 18.259 -4.558 -11.404
C 14.302 -5.438 -14.614
C 15.470 -6.290 -14.210
C 16.709 -6.086 -15.079
O 15.750 -5.919 -12.843
H 14.445 -4.368 -14.473
H 13.509 -5.762 -13.933
H 14.024 -5.591 -15.660
H 15.227 -7.354 -14.207
H 16.704 -6.839 -15.880
H 17.654 -6.388 -14.622
H 16.750 -5.109 -15.561
H 16.025 -4.992 -12.933
```

LUMO = 0.445 eV
orbital gap = 8.5 eV
SMILES string = CC1(C)CCCC(C)(C)N1O.CC1(C)CCCC(C)(C)N1O.CC1(C)CCCC(C)(C)N1O.CC1(C)CCCC(C)(C)N1O.CC1(C)CCCC(C)(C)N1O.CC(C)O.CC(C)O.CC(C)O.CC(C)O
net charge = 0

Which one is most stable, and which one is least stable? x is the most stable of them, while w is the least stable.

w | The following is a DFT calculation (wB97M-V/def2-TZVPD) of an isolated ion of composition C6H12NO and charge +1.

The geometry in XYZ format:
```
20
C6H12NO | the OMol25 dataset | wB97M-V/def2-TZVPD
C -1.668 -0.599 1.274
C -0.989 -0.190 0.263
C -1.454 0.454 -0.929
C -0.263 0.351 -1.933
C 1.035 0.399 -1.053
O 2.145 -0.175 -1.478
N 0.421 -0.560 0.225
C 1.001 -0.465 1.578
H -1.205 -1.204 2.019
H -2.692 -0.296 1.431
H -2.138 -0.228 -1.437
H -1.830 1.478 -0.737
H -0.509 -0.678 -2.504
H -0.255 1.114 -2.674
H 0.968 1.396 -0.551
H 2.913 0.523 -1.212
H 0.471 -1.548 -0.137
H 0.519 0.295 2.134
H 0.865 -1.445 1.956
H 2.069 -0.192 1.537
```

LUMO = -3.135 eV
orbital gap = 11.1 eV
SMILES string = C=C1CC[C@H](O)[N@H+]1C
net charge = +1

x | The following is a DFT calculation (wB97M-V/def2-TZVPD) of a 2-piece molecular cluster, C6H12NO overall.

The geometry in XYZ format:
```
20
C6H12NO | the OMol25 dataset | wB97M-V/def2-TZVPD
C -1.688 1.128 -0.194
C -1.957 -0.146 0.017
C -0.313 1.432 0.344
C -0.649 -0.818 0.401
C 1.715 -0.074 0.742
C 0.767 -0.131 -1.419
N 0.432 0.152 -0.026
O -0.324 -1.989 -0.110
H -2.402 1.892 -0.648
H -2.706 -0.850 -0.166
H 0.046 2.309 -0.107
H -0.536 1.575 1.364
H -0.526 -0.800 2.024
H 2.487 0.508 0.287
H 1.759 0.189 1.705
H 1.827 -1.074 0.816
H 1.704 0.450 -1.876
H 1.112 -1.119 -1.386
H -0.111 0.168 -2.143
H -0.637 -2.801 0.373
```

LUMO = -3.500 eV
orbital gap = 10.5 eV
net charge = +1

y | The following is a DFT calculation (wB97M-V/def2-TZVPD) of a 2-piece molecular cluster, C6H12NO overall.

The geometry in XYZ format:
```
20
C6H12NO | the OMol25 dataset | wB97M-V/def2-TZVPD
C 2.346 -0.241 -0.632
C 2.616 -0.338 0.871
C -0.570 1.181 0.362
C -1.422 0.063 0.034
C -1.013 -1.394 -0.129
C -2.743 0.577 -0.485
N 1.700 0.648 0.451
O -1.064 0.650 1.400
H 3.019 0.323 -1.328
H 1.703 -0.967 -1.066
H 3.591 0.103 1.259
H 2.238 -1.167 1.376
H -1.854 -2.169 0.070
H -0.068 -1.662 0.345
H -0.861 -1.498 -1.194
H -2.756 1.654 -0.656
H -3.640 0.284 -0.013
H -2.754 0.112 -1.519
H 2.144 1.645 0.581
H -0.612 2.197 0.274
```

LUMO = -4.776 eV
orbital gap = 9.7 eV
net charge = +1

Which one is most stable, and which one is least stable? w is the most stable of them, while y is the least stable.